# 1
74
Properties=species:S:1:pos:R:3 method="wB97M-V/def2-TZVPD" e_tot_ev=-55953.238 charge=+1 spin_multiplicity=1
Ba 0.343 -1.061 2.137
N 0.694 -4.223 -1.599
C 0.794 -3.490 -0.488
N 0.144 -2.390 -0.259
C -0.751 -1.924 -1.227
N -1.463 -0.863 -1.058
N -1.382 -0.291 0.189
C -1.695 0.944 0.222
C -1.720 1.730 1.462
C -2.230 3.022 1.395
C -2.302 3.780 2.553
C -1.855 3.223 3.738
C -1.339 1.936 3.709
N -1.256 1.194 2.606
C -0.885 -2.665 -2.484
C -1.737 -2.258 -3.513
C -1.837 -3.006 -4.666
C -1.090 -4.177 -4.811
C -0.244 -4.596 -3.806
C -0.146 -3.835 -2.646
H 1.229 -5.073 -1.685
H 1.474 -3.860 0.275
H -1.969 1.467 -0.695
H -2.572 3.417 0.448
H -2.702 4.785 2.529
H -1.897 3.768 4.670
H -0.970 1.478 4.620
H -2.310 -1.351 -3.382
H -2.498 -2.690 -5.461
H -1.173 -4.763 -5.716
H 0.337 -5.504 -3.910
O 1.977 -3.390 5.278
C 1.257 -3.224 4.312
O 1.576 -2.761 3.156
C -0.233 -3.545 4.478
C -0.645 -4.410 5.515
C -1.971 -4.679 5.659
C -2.908 -4.074 4.787
C -4.303 -4.294 4.874
C -5.159 -3.674 4.011
C -4.660 -2.804 3.016
C -3.318 -2.575 2.908
C -2.411 -3.206 3.792
N -1.075 -2.961 3.652
H 0.113 -4.824 6.163
H -2.326 -5.346 6.436
H -4.679 -4.962 5.640
H -6.224 -3.846 4.082
H -5.348 -2.322 2.335
H -2.923 -1.916 2.142
N 3.747 3.515 -3.573
C 3.937 4.732 -4.191
C 4.569 5.098 -5.377
C 4.562 6.441 -5.688
C 3.949 7.391 -4.850
C 3.328 7.022 -3.677
C 3.325 5.666 -3.343
N 2.790 5.027 -2.243
C 3.053 3.762 -2.417
C 2.641 2.721 -1.474
C 2.762 1.359 -1.732
C 2.312 0.453 -0.790
N 1.764 0.806 0.374
C 1.669 2.119 0.622
C 2.083 3.098 -0.254
H 4.093 2.630 -3.895
H 5.042 4.371 -6.024
H 5.040 6.775 -6.599
H 3.972 8.433 -5.138
H 2.859 7.748 -3.027
H 3.179 0.988 -2.659
H 2.380 -0.612 -0.983
H 1.230 2.397 1.575
H 1.981 4.148 -0.019

# 2
77
Properties=species:S:1:pos:R:3 method="wB97M-V/def2-TZVPD" e_tot_ev=-103947.469 relative_energy_ev=1.561 spin_multiplicity=1
Pd 0.258 -0.214 0.249
O -2.368 7.806 -0.161
N -2.583 6.686 -0.578
O -3.632 6.337 -1.084
C -1.558 5.654 -0.312
C -0.290 6.098 -0.284
C 0.778 5.178 -0.101
C 2.115 5.610 -0.074
C 3.103 4.686 0.114
C 2.732 3.341 0.262
N 1.491 2.912 0.224
C 0.512 3.807 0.053
C -0.865 3.331 0.064
N -1.109 2.006 0.275
C -2.373 1.634 0.337
C -3.465 2.491 0.193
C -3.242 3.812 -0.043
C -1.911 4.269 -0.118
H -0.086 7.151 -0.414
H 2.338 6.663 -0.196
H 4.146 4.968 0.150
H 3.491 2.588 0.423
H -2.556 0.587 0.486
H -4.464 2.081 0.252
H -4.063 4.497 -0.170
Cl 8.857 0.132 -0.041
C 7.121 0.101 -0.136
C 6.376 0.226 1.027
C 4.993 0.200 0.944
C 4.361 0.056 -0.287
C 5.127 -0.071 -1.439
C 6.511 -0.049 -1.371
C 2.859 0.022 -0.394
O 2.334 -0.180 -1.494
O 2.220 0.192 0.710
H 6.878 0.338 1.978
H 4.387 0.287 1.836
H 4.618 -0.179 -2.388
H 7.117 -0.144 -2.262
O -1.467 -0.796 -0.527
C -2.387 -1.759 -0.143
C -2.454 -1.942 1.373
C -2.277 -0.969 2.314
C -2.472 -1.426 3.645
C -2.809 -2.743 3.694
S -2.866 -3.432 2.132
C -3.759 -1.270 -0.612
C -4.969 -1.308 0.011
C -6.018 -0.772 -0.792
C -5.571 -0.343 -2.003
S -3.884 -0.576 -2.180
C -2.074 -3.054 -0.907
C -1.034 -3.206 -1.772
C -1.035 -4.467 -2.433
C -2.095 -5.240 -2.075
S -3.100 -4.439 -0.945
H -1.975 0.041 2.079
H -2.365 -0.800 4.519
H -3.016 -3.345 4.564
H -5.109 -1.699 1.009
H -7.049 -0.708 -0.478
H -6.144 0.111 -2.795
H -0.336 -2.405 -1.963
H -0.296 -4.771 -3.162
H -2.349 -6.228 -2.423
C 2.341 -5.112 -0.624
N 1.685 -4.054 0.121
C 1.124 -4.153 1.372
C 0.621 -2.926 1.666
N 0.870 -2.087 0.608
C 1.515 -2.794 -0.300
H 1.908 -6.067 -0.336
H 3.412 -5.123 -0.422
H 2.170 -4.961 -1.687
H 1.132 -5.071 1.932
H 0.119 -2.600 2.558
H 1.853 -2.418 -1.251

# 3
83
Properties=species:S:1:pos:R:3 method="wB97M-V/def2-TZVPD" s2=0.7902 e_tot_ev=-146997.974 charge=-2 relative_energy_ev=1.865 spin_multiplicity=2
Ti 0.983 -0.106 -0.068
O -0.052 0.504 1.352
C -0.065 1.287 2.406
C -1.273 1.559 3.061
C -1.312 2.428 4.133
C -0.150 3.048 4.588
C 1.053 2.751 3.973
C 1.114 1.864 2.902
C 2.375 1.425 2.339
N 2.551 0.749 1.219
C 3.885 0.402 1.169
C 4.518 0.892 2.257
N 3.561 1.579 2.976
H -2.164 1.073 2.690
H -2.262 2.638 4.612
H -0.183 3.746 5.416
H 1.962 3.227 4.325
H 4.261 -0.234 0.390
H 5.530 0.781 2.602
H 3.629 1.805 3.951
O -0.502 3.639 -2.002
S -0.332 2.733 -0.888
O 0.737 3.035 0.036
N -0.191 1.214 -1.293
C -0.929 0.601 -2.315
C -1.595 1.216 -3.363
C -2.183 0.445 -4.368
C -2.052 -0.929 -4.348
C -1.403 -1.563 -3.286
C -1.018 -2.965 -3.321
C -0.566 -3.534 -2.207
C -0.660 -2.772 -0.912
N -0.313 -1.369 -1.092
C -0.904 -0.807 -2.208
C -1.865 2.852 0.023
C -2.729 1.774 0.114
C -3.936 1.924 0.786
C -4.261 3.134 1.379
C -3.376 4.205 1.302
C -2.180 4.067 0.618
H -1.618 2.294 -3.416
H -2.695 0.937 -5.187
H -2.426 -1.532 -5.170
H -1.021 -3.483 -4.274
H -0.176 -4.544 -2.190
H 0.020 -3.209 -0.187
H -2.447 0.815 -0.300
H -4.606 1.077 0.868
H -5.196 3.242 1.915
H -3.618 5.145 1.783
H -1.478 4.889 0.553
S 4.007 -3.134 2.621
C 2.606 -2.209 2.457
S 1.843 -1.378 3.714
S 1.919 -2.221 0.805
S -1.479 -3.396 3.609
C -1.671 -1.768 3.080
N -1.979 -1.611 1.830
C -2.042 -2.817 1.199
C -2.136 -2.971 -0.278
C -2.644 -4.340 -0.617
C -2.517 -5.398 0.228
C -2.040 -5.243 1.550
C -1.859 -3.928 2.013
H -1.501 -0.949 3.764
H -2.762 -2.192 -0.723
H -3.014 -4.499 -1.621
H -2.797 -6.389 -0.113
H -1.888 -6.096 2.198
C 3.960 1.631 -2.098
C 3.124 0.388 -2.424
O 2.318 0.041 -1.390
C 2.292 0.690 -3.698
F 1.607 1.828 -3.551
F 1.432 -0.280 -4.000
F 3.086 0.864 -4.788
C 4.071 -0.808 -2.711
F 5.009 -0.512 -3.646
F 3.422 -1.893 -3.138
F 4.746 -1.148 -1.606
H 3.280 2.391 -1.717
H 4.488 2.008 -2.974
H 4.678 1.389 -1.318

# 4
77
Properties=species:S:1:pos:R:3 method="wB97M-V/def2-TZVPD" s2=0.9508 e_tot_ev=-243731.014 charge=+2 relative_energy_ev=1.647 spin_multiplicity=2
Fe -1.536 0.210 -1.445
S -2.310 1.651 0.353
C -1.038 1.846 1.438
N -1.203 2.116 2.698
C -0.045 2.555 3.497
C 1.148 1.729 3.127
N 1.370 1.814 1.666
C 2.777 1.801 1.185
C 3.361 0.413 1.202
C 3.881 -0.091 2.392
C 4.398 -1.375 2.446
C 4.410 -2.162 1.303
C 3.923 -1.654 0.107
C 3.395 -0.371 0.053
C 0.346 1.772 0.874
S 0.400 1.656 -0.806
C -2.504 1.985 3.409
C -2.358 0.929 4.470
C -2.392 1.264 5.817
C -2.153 0.290 6.778
C -1.875 -1.012 6.390
C -1.871 -1.355 5.042
C -2.111 -0.387 4.082
H -0.283 2.433 4.551
H 0.126 3.615 3.296
H 0.992 0.681 3.392
H 2.036 2.087 3.640
H 3.331 2.457 1.855
H 2.796 2.234 0.186
H 3.906 0.528 3.282
H 4.802 -1.756 3.374
H 4.809 -3.166 1.343
H 3.968 -2.253 -0.790
H 3.035 0.029 -0.890
H -3.259 1.716 2.674
H -2.758 2.957 3.832
H -2.619 2.280 6.121
H -2.183 0.550 7.828
H -1.669 -1.765 7.139
H -1.688 -2.376 4.735
H -2.116 -0.669 3.033
Se 3.943 1.439 -6.661
N 2.449 2.298 -6.225
C 1.821 1.548 -5.359
C 0.534 1.914 -4.757
C -0.183 3.059 -5.096
C -1.400 3.289 -4.487
C -1.860 2.387 -3.535
N -1.168 1.303 -3.182
C 0.003 1.064 -3.799
C 0.666 -0.174 -3.422
N 0.031 -0.880 -2.484
C 0.496 -2.082 -2.173
C 1.630 -2.618 -2.784
C 2.323 -1.859 -3.703
C 1.832 -0.596 -4.037
C 2.462 0.306 -5.007
N 3.603 0.059 -5.591
H 0.222 3.737 -5.835
H -1.998 4.154 -4.738
H -2.812 2.538 -3.043
H -0.036 -2.635 -1.414
H 1.955 -3.616 -2.523
H 3.227 -2.217 -4.180
Br -3.554 -0.610 -4.288
C -3.340 -1.894 -2.935
C -3.859 -3.163 -3.122
C -3.712 -4.089 -2.104
C -3.055 -3.726 -0.941
C -2.564 -2.442 -0.847
N -2.697 -1.530 -1.824
C -1.810 -1.934 0.331
O -1.835 -2.486 1.405
O -1.148 -0.844 0.052
H -4.363 -3.413 -4.044
H -4.122 -5.084 -2.217
H -2.921 -4.403 -0.109